[1]
C2H6N2O2 | wB97M-V/def2-TZVPD

Bonds (Å) are listed after each position.
Geometry (Å):
1 C 3.4107 -0.1576 -0.6029  N2 1.469, H4 1.040, H5 1.105, H6 1.118
2 N 2.1839 0.4427 -0.0624  C1 1.469, O3 1.194
3 O 2.1127 1.4898 0.5078  N2 1.194
4 H 4.2954 0.3725 -0.4721  C1 1.040
5 H 3.3177 -0.4208 -1.6718  C1 1.105
6 H 3.4700 -1.1735 -0.1399  C1 1.118
7 C -1.1931 1.1685 -0.3838  N8 1.438, H10 1.110, H11 1.148, H12 1.159
8 N -1.3048 -0.2191 -0.0217  C7 1.438, O9 1.216
9 O -1.0903 -0.5515 1.1280  N8 1.216
10 H -1.7734 1.2635 -1.3250  C7 1.110
11 H -0.1027 1.4928 -0.5400  C7 1.148
12 H -1.6321 1.8951 0.4053  C7 1.159

Its multiplicity is 1. Its energy above the lowest of the compared OMol25 structures with the same formula, charge and spin is 634.3 kJ/mol. Its structure (SMILES) is CN=O.CN=O. As for the LUMO energy: -0.065 eV. The value obtained for the largest force on an atom is 0.052 Eh/bohr.

Here are the Mulliken charges for atoms 1 to 6, given in e: -0.724, 0.099, -0.289, 0.368, 0.277, 0.253

---

[2]
C3H8N2O2 | wB97M-V/def2-TZVPD

Bonds (Å) are listed after each position.
Geometry (Å):
1 C 0.9465 1.1670 -1.1655  C2 1.361, N5 1.379, H6 1.170
2 C 0.8234 1.0356 0.1832  C1 1.361, N3 1.382, H7 1.110
3 N 1.2653 -0.2374 0.4918  C2 1.382, C4 1.438, H8 1.042
4 C 1.5251 -0.9213 -0.7460  N3 1.438, N5 1.356, H9 1.047
5 N 1.2897 -0.0358 -1.7459  C1 1.379, C4 1.356
6 H 0.8970 2.1723 -1.7624  C1 1.170
7 H 0.4342 1.7566 0.9318  C2 1.110
8 H 1.0300 -0.6687 1.4105  N3 1.042
9 H 1.8365 -1.9054 -0.9234  C4 1.047
10 O -1.6207 -0.7171 -0.5820  H11 0.964, H12 0.941
11 H -0.8164 -0.5387 -1.0828  O10 0.964
12 H -2.1645 -0.7735 -1.3479  O10 0.941
13 O -1.5466 -0.2262 2.2832  H14 0.964, H15 0.957
14 H -2.3530 0.0612 2.7275  O13 0.964
15 H -1.5467 -0.1686 1.3279  O13 0.957

Its multiplicity is 1. Its energy above the lowest of the compared OMol25 structures with the same formula, charge and spin is 151.1 kJ/mol. Its structure (SMILES) is c1c[nH]cn1.O.O. As for the LUMO energy: 0.852 eV. The value obtained for the largest force on an atom is 0.104 Eh/bohr.

Here are the Mulliken charges for atoms 1 to 6, given in e: 0.022, -0.470, -0.062, -0.246, -0.572, 0.285

---

[3]
C20H22N2O4 | wB97M-V/def2-TZVPD

Bonds (Å) are listed after each position.
Geometry (Å):
1 O 0.1170 1.2561 1.0208  C2 1.224
2 C -0.7220 0.7802 1.7744  O1 1.224, N3 1.354, C13 1.486
3 N -2.0464 0.9074 1.5249  C2 1.354, C4 1.445, H27 1.007
4 C -2.5123 1.5341 0.3095  N3 1.445, C5 1.535, H28 1.090, H29 1.093
5 C -2.2331 0.6621 -0.9222  C4 1.535, O6 1.408, H30 1.097, H31 1.101
6 O -2.8856 1.2626 -2.0160  C5 1.408, C7 1.365
7 C -2.6735 0.7528 -3.2649  O6 1.365, C8 1.395, C12 1.390
8 C -3.3385 1.4064 -4.3030  C7 1.395, C9 1.379, H32 1.079
9 C -3.1964 0.9718 -5.6040  C8 1.379, C10 1.387, H33 1.080
10 C -2.3904 -0.1189 -5.8927  C9 1.387, C11 1.382, H34 1.079
11 C -1.7316 -0.7669 -4.8653  C10 1.382, C12 1.386, H35 1.080
12 C -1.8675 -0.3420 -3.5532  C7 1.390, C11 1.386, H36 1.079
13 C -0.3769 0.0290 3.0092  C2 1.486, C14 1.392, C18 1.409
14 C -1.1691 0.1367 4.1492  C13 1.392, C15 1.381, H37 1.081
15 C -0.8538 -0.5562 5.3019  C14 1.381, C16 1.387, H38 1.079
16 C 0.2617 -1.3798 5.3228  C15 1.387, C17 1.380, H39 1.080
17 C 1.0679 -1.4965 4.2087  C16 1.380, C18 1.395, H40 1.077
18 C 0.7712 -0.7869 3.0453  C13 1.409, C17 1.395, N19 1.384
19 N 1.5575 -0.8747 1.9097  C18 1.384, C20 1.353, H41 1.022
20 C 2.6251 -1.6623 1.6462  N19 1.353, O21 1.213, C22 1.539
21 O 3.1542 -2.4421 2.4094  C20 1.213
22 C 3.1620 -1.4507 0.2195  C20 1.539, C23 1.537, O26 1.417, H42 1.096
23 C 4.4223 -0.5728 0.2655  C22 1.537, C24 1.527, H43 1.088, H44 1.091
24 C 3.8352 0.8202 0.0509  C23 1.527, C25 1.527, H45 1.087, H46 1.090
25 C 2.6951 0.5270 -0.9215  C24 1.527, O26 1.425, H47 1.092, H48 1.098
26 O 2.2246 -0.7807 -0.6056  C22 1.417, C25 1.425
27 H -2.7018 0.3698 2.0678  N3 1.007
28 H -3.5833 1.7219 0.3882  C4 1.090
29 H -1.9892 2.4858 0.1861  C4 1.093
30 H -1.1501 0.6094 -1.0862  C5 1.097
31 H -2.6182 -0.3556 -0.7551  C5 1.101
32 H -3.9598 2.2538 -4.0594  C8 1.079
33 H -3.7163 1.4865 -6.3983  C9 1.080
34 H -2.2785 -0.4587 -6.9110  C10 1.079
35 H -1.1008 -1.6175 -5.0782  C11 1.080
36 H -1.3401 -0.8682 -2.7732  C12 1.079
37 H -2.0240 0.7979 4.1415  C14 1.081
38 H -1.4729 -0.4534 6.1800  C15 1.079
39 H 0.5101 -1.9287 6.2185  C16 1.080
40 H 1.9392 -2.1302 4.2210  C17 1.077
41 H 1.2724 -0.2648 1.1410  N19 1.022
42 H 3.3669 -2.4427 -0.1995  C22 1.096
43 H 4.9536 -0.6836 1.2081  C23 1.088
44 H 5.0928 -0.8355 -0.5535  C23 1.091
45 H 4.5542 1.5254 -0.3586  C24 1.087
46 H 3.4392 1.2179 0.9859  C24 1.090
47 H 1.8594 1.2229 -0.8240  C25 1.092
48 H 3.0508 0.5318 -1.9603  C25 1.098

Its multiplicity is 1. Its energy above the lowest of the compared OMol25 structures with the same formula, charge and spin is 150.0 kJ/mol. Its structure (SMILES) is O=C(NCCOc1ccccc1)c1ccccc1NC(=O)[C@@H]1CCCO1. As for the LUMO energy: 0.566 eV. The value obtained for the largest force on an atom is 0.014 Eh/bohr.

Here are the Mulliken charges for atoms 1 to 6, given in e: -0.671, 0.429, -0.107, -0.935, 0.024, -0.357